# 1
Formula: C4H4O
Source: the OMol25 dataset
Level of theory: ωB97M-V/def2-TZVPD

ORCA input file:
```
! wB97M-V def2-TZVPD RIJCOSX def2/J DEFGRID3
* xyz 0 1
O -0.012 -1.491 0.331
C 1.191 -0.892 0.393
C 0.881 0.498 -0.012
C -0.597 0.645 -0.050
C -1.055 -0.591 0.135
H 1.270 0.041 -0.979
H 1.551 1.329 0.200
H -1.180 1.546 -0.186
H -2.044 -1.025 0.157
*
```

Values from the calculation:
E_tot ... -229.9282 Ha
Frontier orbital gap ... 9.90 eV
F_max ... 0.6 eV Å⁻¹
ΔE to the lowest compared entry with this formula, charge and spin ... 262.0 kJ/mol

# 2
Formula: C3H10O3
Source: the OMol25 dataset
Level of theory: ωB97M-V/def2-TZVPD

ORCA input file:
```
! wB97M-V def2-TZVPD RIJCOSX def2/J DEFGRID3
* xyz 1 2
C -1.679 -1.526 0.502
O -2.299 -1.270 -0.709
C -0.305 -2.018 0.400
C 0.657 -2.062 1.401
H -2.178 -2.398 0.985
H -1.745 -0.657 1.185
H -1.778 -0.645 -1.243
H -0.050 -2.475 -0.564
H 1.696 -2.349 1.274
H 0.440 -1.786 2.433
H 2.856 2.900 -2.470
H 1.791 2.947 -1.312
O 2.650 3.265 -1.604
H -0.407 2.836 -0.762
H 0.235 2.918 0.617
O 0.115 2.321 -0.135
*
```

Values from the calculation:
E_tot ... -345.6240 Ha
Frontier orbital gap (alpha / beta) ... 8.02 / 4.22 eV
F_max ... 1.4 eV Å⁻¹
ΔE to the lowest compared entry with this formula, charge and spin ... 170.9 kJ/mol

# 3
Formula: C16H44N3O14P3
Source: the OMol25 dataset
Level of theory: ωB97M-V/def2-TZVPD

ORCA input file:
```
! wB97M-V def2-TZVPD RIJCOSX def2/J DEFGRID3
* xyz 0 1
C 1.366 0.979 3.331
C 0.954 -0.096 2.313
C 0.217 -1.200 3.043
N -0.445 -2.188 2.163
N 0.231 -2.384 0.925
C 0.959 -3.651 0.837
C 1.131 -4.176 -0.575
C 1.938 -3.277 -1.514
N 1.258 -3.212 -2.821
C -0.690 -2.160 -0.130
O -0.447 -1.394 -1.054
O -1.866 -2.868 -0.062
H 2.027 0.510 4.052
H 1.874 1.787 2.827
H 0.484 1.327 3.852
H 0.297 0.354 1.579
H 1.857 -0.474 1.854
H -0.547 -0.719 3.647
H 0.907 -1.680 3.738
H -0.495 -3.070 2.656
H 1.949 -3.492 1.259
H 0.486 -4.430 1.437
H 1.665 -5.116 -0.470
H 0.179 -4.431 -1.030
H 2.011 -2.275 -1.116
H 2.934 -3.701 -1.627
H 1.227 -4.139 -3.223
H 1.831 -2.675 -3.456
H -2.573 -2.223 -0.030
C 6.516 6.835 3.210
O 5.335 6.596 2.433
P 4.278 5.500 2.907
O 4.449 5.048 4.283
O 4.366 4.367 1.798
C 5.515 3.515 1.792
O 2.886 6.159 2.596
C 2.438 6.336 1.243
H 7.336 6.222 2.835
H 6.774 7.886 3.098
H 6.343 6.616 4.261
H 5.878 3.340 2.805
H 6.303 3.962 1.184
H 5.217 2.566 1.354
H 2.234 5.371 0.784
H 3.179 6.880 0.656
H 1.518 6.911 1.288
C -2.480 0.961 -0.202
O -2.917 2.264 0.204
P -2.023 3.097 1.229
O -0.670 2.584 1.413
O -2.909 3.178 2.544
C -3.039 1.996 3.341
O -2.107 4.570 0.686
C -3.334 5.311 0.759
H -2.920 0.207 0.457
H -2.821 0.792 -1.221
H -1.396 0.883 -0.177
H -2.126 1.399 3.306
H -3.884 1.404 2.987
H -3.220 2.307 4.365
H -3.580 5.534 1.796
H -4.151 4.760 0.293
H -3.174 6.241 0.222
C -2.633 -7.106 -4.695
O -3.400 -5.974 -5.123
P -2.672 -4.587 -5.426
O -1.223 -4.682 -5.556
O -3.214 -3.610 -4.301
C -2.712 -3.776 -2.965
O -3.416 -4.054 -6.707
C -4.778 -3.613 -6.631
H -2.611 -7.147 -3.606
H -3.124 -7.998 -5.078
H -1.618 -7.059 -5.083
H -1.668 -4.090 -2.977
H -3.323 -4.510 -2.435
H -2.776 -2.820 -2.465
H -4.848 -2.700 -6.043
H -5.415 -4.384 -6.198
H -5.102 -3.408 -7.648
*
```

Values from the calculation:
E_tot ... -2877.9604 Ha
Frontier orbital gap ... 9.53 eV
F_max ... 2.5 eV Å⁻¹
Structure (SMILES) ... CCCNN(CCCN)C(=O)O.COP(=O)(OC)OC.COP(=O)(OC)OC.COP(=O)(OC)OC

# 4
Formula: CMgO2Rb
Source: the OMol25 dataset
Level of theory: ωB97M-V/def2-TZVPD

ORCA input file:
```
! wB97M-V def2-TZVPD RIJCOSX def2/J DEFGRID3
* xyz 1 1
O -3.536 -0.190 0.232
C -2.452 0.093 0.004
O 1.945 -0.281 0.310
Mg 3.453 -1.009 0.951
Rb 0.590 1.387 -1.496
*
```

Values from the calculation:
E_tot ... -412.4955 Ha
Frontier orbital gap ... 6.68 eV
F_max ... 2.6 eV Å⁻¹
ΔE to the lowest compared entry with this formula, charge and spin ... 9.0 kJ/mol

# 5
Formula: C48H120Cl6N15O11P5
Source: the OMol25 dataset
Level of theory: ωB97M-V/def2-TZVPD

ORCA input file:
```
! wB97M-V def2-TZVPD RIJCOSX def2/J DEFGRID3
* xyz 1 2
Cl -6.586 17.575 22.179
C -6.456 18.992 21.161
C -6.865 18.826 19.608
Cl -5.732 17.773 18.839
H -5.408 19.280 21.247
H -7.032 19.762 21.673
H -6.614 19.706 19.015
H -7.939 18.692 19.476
Cl -2.092 11.535 22.801
C -1.542 9.973 23.248
C -1.115 9.796 24.652
Cl 0.455 10.651 24.801
H -0.752 9.635 22.578
H -2.322 9.295 22.902
H -0.884 8.745 24.829
H -1.890 10.177 25.318
Cl -0.473 16.224 13.427
C -1.332 16.057 14.974
C -2.552 16.975 14.967
Cl -3.200 17.012 16.571
H -0.643 16.335 15.772
H -1.573 15.007 15.137
H -3.406 16.758 14.325
H -2.316 18.005 14.699
O -2.175 12.864 16.627
P -1.068 11.952 17.126
N -1.686 10.491 17.715
C -2.325 9.590 16.679
C -2.380 10.397 19.034
N -0.172 12.487 18.501
C 0.752 11.607 19.166
C 0.100 13.865 18.746
N 0.062 11.616 15.912
C 1.080 10.524 16.024
C 0.479 12.595 14.934
H -3.389 9.799 16.565
H -2.221 8.560 17.020
H -1.756 9.653 15.752
H -1.926 11.083 19.749
H -2.125 9.400 19.393
H -3.453 10.592 19.025
H 1.787 11.749 18.853
H 0.751 11.766 20.244
H 0.505 10.552 19.050
H -0.805 14.470 18.793
H 0.575 13.896 19.727
H 0.727 14.351 17.999
H 1.976 10.901 16.517
H 0.590 9.740 16.601
H 1.261 10.087 15.042
H 0.813 12.110 14.018
H 1.199 13.310 15.333
H -0.386 13.159 14.584
O -7.948 10.125 26.318
P -7.037 11.306 26.379
N -7.719 12.714 27.042
C -6.927 13.763 27.687
C -9.094 13.059 26.703
N -6.503 11.803 24.819
C -6.771 11.001 23.606
C -5.790 13.064 24.662
N -5.515 11.081 27.282
C -4.276 10.514 26.701
C -5.581 10.802 28.696
H -6.269 14.274 26.984
H -6.286 13.417 28.498
H -7.576 14.567 28.035
H -9.513 13.858 27.315
H -9.580 12.128 26.995
H -9.149 13.328 25.648
H -7.028 9.989 23.919
H -7.490 11.546 22.994
H -5.927 10.965 22.918
H -6.468 13.915 24.735
H -5.070 13.180 25.472
H -5.328 13.023 23.675
H -4.006 10.850 25.699
H -3.336 10.770 27.189
H -4.370 9.454 26.464
H -4.851 11.395 29.248
H -5.338 9.763 28.914
H -6.590 10.963 29.074
O -3.436 8.725 20.994
P -4.683 7.925 20.748
N -4.303 6.470 19.934
C -2.917 5.992 19.816
C -5.285 5.595 19.366
N -5.935 8.664 19.765
C -5.702 8.847 18.331
C -6.757 9.739 20.343
N -5.432 7.353 22.200
C -4.640 7.477 23.466
C -6.598 6.503 22.286
H -2.729 5.713 18.779
H -2.813 5.111 20.450
H -2.195 6.725 20.174
H -5.652 5.892 18.384
H -6.154 5.571 20.023
H -4.888 4.582 19.299
H -5.185 7.978 17.925
H -6.643 8.824 17.781
H -5.115 9.736 18.097
H -6.258 10.700 20.214
H -7.731 9.665 19.859
H -6.946 9.573 21.404
H -3.590 7.514 23.175
H -4.890 8.356 24.060
H -4.693 6.597 24.106
H -7.324 6.647 21.486
H -7.130 6.749 23.205
H -6.346 5.446 22.363
O 3.507 15.565 21.735
P 2.273 16.103 22.310
N 2.397 17.600 23.246
C 3.233 18.728 22.752
C 1.406 17.967 24.271
N 1.537 14.971 23.346
C 2.058 14.613 24.686
C 0.804 13.823 22.778
N 1.077 16.587 21.171
C 1.420 17.020 19.778
C -0.217 17.090 21.540
H 4.049 18.138 22.335
H 3.427 19.387 23.599
H 2.838 19.241 21.875
H 1.306 17.218 25.056
H 0.470 18.139 23.740
H 1.604 18.915 24.773
H 2.269 13.559 24.862
H 2.994 15.127 24.907
H 1.345 14.792 25.491
H 0.390 14.065 21.799
H 1.453 12.962 22.622
H -0.004 13.591 23.472
H 1.288 18.100 19.702
H 2.468 16.836 19.542
H 0.727 16.545 19.083
H -0.167 18.179 21.523
H -0.605 16.867 22.534
H -0.963 16.736 20.828
O -0.495 16.106 27.765
P -1.874 15.523 27.649
N -3.120 16.635 27.868
C -2.644 18.041 27.910
C -4.569 16.428 27.623
N -2.168 14.237 28.726
C -1.122 13.889 29.623
C -3.287 13.380 28.769
N -2.134 14.867 26.051
C -1.560 13.532 25.830
C -2.043 15.778 24.929
H -1.579 18.071 28.142
H -3.159 18.568 28.714
H -2.785 18.671 27.032
H -4.970 15.662 28.287
H -4.727 16.212 26.567
H -5.032 17.409 27.736
H -0.322 13.345 29.120
H -0.675 14.812 29.993
H -1.456 13.283 30.465
H -3.673 13.218 27.762
H -3.024 12.404 29.178
H -4.048 13.957 29.294
H -2.179 12.724 26.222
H -1.542 13.473 24.742
H -0.510 13.445 26.107
H -1.006 15.931 24.633
H -2.452 16.757 25.182
H -2.598 15.426 24.060
O -6.730 12.065 12.276
C -6.286 12.014 13.395
O -6.840 11.196 14.316
C -6.072 11.125 15.534
C -5.126 12.291 15.438
C -5.012 12.665 13.977
H -5.645 10.142 15.728
H -6.654 11.301 16.439
H -4.140 12.135 15.875
H -5.714 13.053 15.949
H -4.045 12.421 13.536
H -5.089 13.747 13.865
O -6.029 12.977 19.114
C -5.149 13.611 19.683
O -5.222 13.775 20.962
C -4.199 14.576 21.425
C -3.115 14.382 20.432
C -3.903 14.235 19.099
H -3.963 14.362 22.467
H -4.475 15.627 21.512
H -2.644 13.421 20.639
H -2.352 15.158 20.494
H -3.507 13.518 18.380
H -4.063 15.169 18.560
O -11.956 15.221 21.251
C -10.761 14.988 21.099
O -10.115 13.890 21.564
C -8.708 13.937 21.323
C -8.541 14.973 20.234
C -9.689 15.928 20.509
H -8.287 12.977 21.025
H -8.195 14.244 22.235
H -8.797 14.604 19.241
H -7.602 15.524 20.291
H -10.192 16.404 19.667
H -9.438 16.669 21.267
*
```

Values from the calculation:
E_tot ... -8017.6996 Ha
Frontier orbital gap (alpha / beta) ... 7.57 / 3.03 eV
F_max ... 4.2 eV Å⁻¹
ΔE to the lowest compared entry with this formula, charge and spin ... 0.0 kJ/mol

# 6
Formula: H12O6
Source: the OMol25 dataset
Level of theory: ωB97M-V/def2-TZVPD

ORCA input file:
```
! wB97M-V def2-TZVPD RIJCOSX def2/J DEFGRID3
* xyz 0 1
O -0.330 0.772 1.785
H 0.041 0.587 2.611
H 0.107 -0.025 1.351
O -0.462 -1.804 -0.907
H -1.146 -2.374 -1.193
H -0.671 -0.839 -1.185
O 4.124 -3.502 2.947
H 4.037 -3.590 2.002
H 4.953 -3.285 3.297
O -2.204 -1.260 -2.994
H -1.616 -0.640 -3.300
H -3.135 -0.818 -2.769
O -2.133 2.887 0.435
H -1.778 3.106 -0.430
H -1.309 2.311 0.828
O 0.250 2.981 -0.974
H 0.972 2.644 -1.440
H 0.299 2.849 -0.065
*
```

Values from the calculation:
E_tot ... -458.5735 Ha
Frontier orbital gap ... 10.89 eV
F_max ... 6.0 eV Å⁻¹
ΔE to the lowest compared entry with this formula, charge and spin ... 259.7 kJ/mol
Structure (SMILES) ... O.O.O.O.O.O

# 7
Formula: C20H19AsN2O6S3Ti
Source: the OMol25 dataset
Level of theory: ωB97M-V/def2-TZVPD

ORCA input file:
```
! wB97M-V def2-TZVPD RIJCOSX def2/J DEFGRID3
* xyz -1 2
Ti -0.074 -0.556 -0.065
O -2.191 3.130 -0.278
C -1.960 1.925 -0.323
O -0.784 1.412 -0.413
C -3.116 0.948 -0.079
C -2.860 0.304 1.301
C -4.135 -0.337 1.848
C -4.268 -1.580 0.935
C -3.031 -1.448 0.045
O -2.065 -0.848 0.948
C -3.211 -0.324 -0.986
C -2.142 -0.391 -2.084
O -2.395 0.041 -3.187
O -1.013 -0.945 -1.723
H -4.037 1.525 -0.090
H -2.304 0.920 2.001
H -4.984 0.342 1.785
H -3.997 -0.626 2.890
H -5.185 -1.584 0.346
H -4.225 -2.503 1.511
H -2.622 -2.377 -0.337
H -4.179 -0.365 -1.483
S 3.207 -1.481 0.589
C 2.316 -2.010 2.022
C 2.945 -1.803 3.241
C 2.389 -2.233 4.438
C 3.060 -1.964 5.676
N 3.606 -1.724 6.659
C 1.157 -2.905 4.401
C 0.535 -3.127 3.184
C 1.079 -2.693 1.967
S 0.217 -3.038 0.488
C 0.527 -3.359 5.610
N 0.010 -3.721 6.571
H 3.897 -1.286 3.265
H -0.414 -3.645 3.165
S 2.579 -0.319 -1.959
C 2.029 -0.750 -0.473
C -0.208 3.153 2.356
As 1.073 1.838 1.801
C 2.423 1.749 3.173
C 1.994 2.479 0.247
O 0.374 0.315 1.744
H 0.310 4.063 2.657
H -0.764 2.750 3.201
H -0.876 3.365 1.518
H 2.880 2.725 3.332
H 3.174 1.040 2.827
H 1.978 1.385 4.098
H 2.261 3.522 0.428
H 1.328 2.399 -0.607
H 2.891 1.884 0.091
*
```

Values from the calculation:
E_tot ... -5614.5223 Ha
Frontier orbital gap (alpha / beta) ... 6.73 / 6.95 eV
F_max ... 0.3 eV Å⁻¹
ΔE to the lowest compared entry with this formula, charge and spin ... 0.0 kJ/mol

# 8
Formula: C20H35F3N2O8P
Source: the OMol25 dataset
Level of theory: ωB97M-V/def2-TZVPD

ORCA input file:
```
! wB97M-V def2-TZVPD RIJCOSX def2/J DEFGRID3
* xyz -1 1
O 3.867 -2.383 1.639
C 4.469 -1.386 1.148
O 5.677 -1.143 1.202
C 3.525 -0.387 0.400
C 2.223 -0.352 1.261
C 1.266 0.803 0.916
C -0.172 0.367 0.592
C -0.458 0.016 -0.862
N 0.070 0.970 -1.824
C 0.766 0.588 -2.938
C 1.154 1.715 -3.634
C 0.669 2.822 -2.898
C 0.010 2.336 -1.790
C 3.116 -0.961 -0.974
P 4.207 -2.167 -1.766
O 5.588 -1.743 -2.022
O 4.112 -3.573 -1.039
O 3.454 -2.353 -3.196
N 4.028 0.980 0.310
C 5.187 1.161 -0.546
C 5.401 2.662 -0.841
C 5.570 3.520 0.377
F 6.157 4.699 0.070
F 6.280 2.941 1.346
F 4.379 3.859 0.934
H 1.702 -1.284 1.071
H 2.511 -0.376 2.307
H 1.192 1.441 1.796
H 1.631 1.447 0.122
H -0.822 1.202 0.866
H -0.477 -0.445 1.249
H -1.537 -0.072 -0.996
H -0.040 -0.956 -1.111
H 0.957 -0.448 -3.146
H 1.734 1.725 -4.537
H 0.826 3.853 -3.162
H -0.461 2.884 -0.998
H 3.078 -0.175 -1.727
H 2.141 -1.435 -0.897
H 3.474 -3.562 -0.309
H 4.054 -2.849 -3.763
H 4.250 1.256 1.258
H 6.111 0.789 -0.109
H 5.051 0.694 -1.514
H 4.624 3.064 -1.483
H 6.345 2.731 -1.386
C -3.489 -2.528 2.905
O -4.039 -1.977 1.725
C -4.874 -2.859 0.998
C -6.098 -2.154 0.452
O -7.055 -1.743 1.417
C -6.728 -0.697 2.317
C -6.617 0.685 1.705
O -5.490 0.808 0.857
C -5.736 1.469 -0.365
H -2.567 -3.075 2.682
H -3.253 -1.705 3.579
H -4.199 -3.189 3.411
H -5.187 -3.704 1.621
H -4.300 -3.249 0.147
H -6.627 -2.878 -0.172
H -5.815 -1.327 -0.201
H -5.841 -0.936 2.905
H -7.569 -0.659 3.015
H -6.501 1.406 2.526
H -7.542 0.922 1.169
H -6.706 1.188 -0.789
H -4.957 1.171 -1.065
H -5.699 2.556 -0.234
*
```

Values from the calculation:
E_tot ... -2135.6006 Ha
Frontier orbital gap ... 6.76 eV
F_max ... 1.3 eV Å⁻¹